Entry 1:
The following is a DFT calculation (ωB97M-V with the def2-TZVPD basis set) of C13H12Br2N3O2Pt as an isolated structure.

The geometry in XYZ format:
```
33
Properties=species:S:1:pos:R:3
Pt 0.5945 -1.1708 -0.6264
N 2.6675 -1.5752 -0.5860
C 3.3196 -1.1219 0.6757
C 2.7303 -1.8634 1.8624
C 1.3993 -1.2868 2.3211
O 1.2695 -0.8798 3.4478
O 0.4055 -1.2877 1.4534
H 2.7994 -2.5812 -0.6747
H 3.1246 -1.1558 -1.3920
H 3.1433 -0.0502 0.7700
H 4.3957 -1.2797 0.6080
H 3.4109 -1.8179 2.7079
H 2.5719 -2.9164 1.6056
Br -6.0153 -0.3414 -0.3081
C -4.1750 -0.5984 -0.4901
C -3.6498 -1.8760 -0.5749
C -2.2835 -2.0039 -0.7048
N -1.4643 -0.9473 -0.7540
C -1.9711 0.2918 -0.6599
C -3.3298 0.4994 -0.5338
C -0.9750 1.3930 -0.6775
C -1.3279 2.7251 -0.5657
C -0.3256 3.6823 -0.5505
Br -0.7703 5.4878 -0.3701
C 0.9989 3.2961 -0.6596
C 1.2668 1.9468 -0.7736
N 0.3095 1.0225 -0.7851
H -4.2813 -2.7509 -0.5375
H -1.8226 -2.9785 -0.7742
H -3.7427 1.4931 -0.4586
H -2.3590 3.0307 -0.4784
H 1.8000 4.0203 -0.6516
H 2.2859 1.5941 -0.8644
```

Properties
2S+1 = 3
total charge = +1
Kohn-Sham gap (spin up / spin down) = 7.4102 / 7.4432 eV
relative energy (zero: lowest compared OMol25 entry of this formula, charge and spin) = 0.000 eV

***

Entry 2:
The following is a DFT calculation (ωB97M-V with the def2-TZVPD basis set) of C21H46N3OP2SV as an isolated structure at a distorted geometry.

The geometry in XYZ format:
```
75
Properties=species:S:1:pos:R:3
V -0.6486 0.0011 0.2606
P -0.1613 2.3723 -0.3940
P -1.3501 -2.0354 -0.8692
N -2.4911 0.5636 0.5230
C -1.7435 2.9666 0.4019
H -1.5732 3.3400 1.4370
H -2.0925 3.8334 -0.1847
C -2.8878 1.9171 0.4154
H -3.5285 2.1191 1.2922
H -3.6032 2.1557 -0.4424
C -3.4107 -0.3701 -0.0024
H -3.7132 -0.1470 -1.0827
H -4.4197 -0.2994 0.4429
C -2.9351 -1.8195 -0.0309
H -3.6737 -2.3864 -0.6093
H -2.9049 -2.2574 0.9912
C -0.8355 -3.7237 -0.2617
C -0.0988 -3.5675 1.0698
H -0.7044 -3.0289 1.8095
H 0.8492 -3.0220 0.9421
H 0.1249 -4.5695 1.4631
C -1.7489 -2.2686 -2.6832
C -0.5130 -2.4114 -3.5979
H -0.7872 -2.1344 -4.6275
H -0.1177 -3.4366 -3.6220
H 0.2987 -1.7382 -3.3003
C 0.2910 3.4465 -1.8740
C 1.7767 3.3739 -2.2855
H 1.8595 3.7501 -3.3145
H 2.1436 2.3360 -2.2811
H 2.4608 3.9979 -1.6899
C 1.0779 2.9586 0.9408
C 2.5263 2.5099 0.7279
H 3.1134 2.5214 1.6613
H 3.0706 3.1608 0.0378
H 2.5966 1.4936 0.3340
C 0.8331 -0.2333 -0.8681
C -2.7636 -3.4037 -2.9135
H -3.0246 -3.9595 -2.0044
H -3.7001 -2.9925 -3.3075
H -2.4107 -4.1219 -3.6648
C -0.2378 4.8940 -1.8209
H 0.2977 5.5103 -2.5515
H -1.2862 4.8981 -2.1415
H -0.1581 5.3981 -0.8467
C 1.0523 4.4654 1.2161
H 1.6623 4.7507 2.0862
H 1.4623 5.0421 0.3828
H 0.0563 4.8503 1.4411
C -0.0279 -4.5685 -1.2563
H 0.8407 -4.0219 -1.6405
H 0.3471 -5.4701 -0.7476
H -0.6243 -4.9165 -2.1109
H -1.7970 -4.2392 -0.0929
H 0.7489 2.4718 1.8756
H -2.2310 -1.3055 -2.9344
H -0.2901 2.9293 -2.6594
O 1.6924 -0.3439 -1.6978
H -0.2388 1.2505 -3.8906
H -0.9906 1.3065 -3.8357
S -0.4883 -0.0282 2.4135
C 1.0543 -0.6256 2.8732
N 2.0933 -0.9010 2.0568
C 3.4006 -1.2534 2.6263
C 3.1935 -2.0383 3.8968
C 2.3249 -1.2820 4.8728
N 1.1599 -0.7362 4.1941
H 1.9982 -0.6689 1.0716
H 3.9524 -0.3217 2.8331
H 3.8979 -1.8572 1.8601
H 4.1571 -2.2331 4.3639
H 2.7105 -2.9906 3.6522
H 2.8778 -0.4555 5.3442
H 1.8951 -1.9429 5.6276
H 0.3142 -0.4572 4.6993
```

Properties
2S+1 = 4
total charge = +1
Kohn-Sham gap (spin up / spin down) = 6.5084 / 6.7664 eV

***

Entry 3:
The following is a DFT calculation (ωB97M-V with the def2-TZVPD basis set) of a 2-piece molecular cluster, C16H15Cl3O6P2 overall at a distorted geometry.

The geometry in XYZ format:
```
42
Properties=species:S:1:pos:R:3
O 1.3620 -2.0881 0.0987
C 0.6135 -1.2955 -0.4445
C -0.2166 -1.7017 -1.6144
C -1.0344 -0.8662 -2.2598
C -1.8556 -1.4139 -3.4052
C -1.9021 -0.3592 -4.5487
C -0.5391 -0.0953 -5.2087
O -1.6913 -0.8540 -5.8326
C -1.1210 0.5529 -1.7864
O -1.8582 1.3738 -2.3037
C -0.3007 1.0179 -0.5825
P -0.4845 2.7881 -0.1090
P -1.4117 2.9246 1.8528
O -2.4504 1.9376 2.1009
O -0.2528 2.9345 2.9986
O -2.0355 4.4292 1.9136
C 0.4874 0.1345 0.0436
C 1.3002 0.4609 1.2595
C 0.7534 0.0633 2.4582
C 1.4062 0.2842 3.6523
C 2.6383 0.8994 3.5999
C 3.1854 1.2971 2.4018
C 2.5257 1.0936 1.2117
H -0.1685 -2.7406 -1.9379
H -1.3832 -2.2904 -3.8493
H -2.8938 -1.5750 -3.0953
H -2.5614 0.4964 -4.4270
H -0.4386 0.8765 -5.6836
H 0.1278 -0.9300 -5.4025
H 0.8232 3.2960 0.0820
H 0.1966 3.7902 2.9542
H -1.4121 5.0389 1.4908
H -0.2198 -0.4242 2.4846
H 0.9419 -0.0462 4.5751
H 3.1924 1.0821 4.5170
H 4.1677 1.7623 2.4314
H 2.9459 1.4007 0.2578
Cl 1.0876 -5.9555 1.7344
C -0.0387 -4.6156 1.9553
Cl -1.6783 -5.0976 1.5052
Cl 0.0040 -4.0316 3.6208
H 0.2668 -3.8054 1.3050
```

Properties
SMILES string = O=C1C=C(C[C@H]2CO2)C(=O)C(PP(=O)(O)O)=C1c1ccccc1.ClC(Cl)Cl
Kohn-Sham gap = 7.5357 eV

***

Entry 4:
The following is a DFT calculation (ωB97M-V with the def2-TZVPD basis set) of C24H66FN6O6Pd as an isolated structure at a distorted geometry.

The geometry in XYZ format:
```
104
Properties=species:S:1:pos:R:3
Pd -2.1004 -1.3479 1.9175
F 0.3883 0.1052 1.1284
C -4.9380 -1.0455 -2.0383
C -4.0430 -2.1311 -2.5600
C -3.9790 -2.2376 -4.1469
O -2.8728 -3.1519 -4.4543
C -2.6072 -3.4121 -5.8225
N -2.7326 -1.8965 -1.9984
H -5.9591 -1.1883 -2.3919
H -4.6013 -0.0871 -2.4335
H -5.0657 -0.8025 -0.9835
H -4.3670 -3.0358 -2.0456
H -3.9012 -1.2412 -4.5819
H -4.9299 -2.5666 -4.5659
H -2.3108 -2.4952 -6.3320
H -3.4467 -3.8314 -6.3770
H -1.6867 -3.9948 -5.7893
H -2.2299 -2.6367 -2.4671
H -2.2860 -1.0801 -2.3911
C -3.9260 3.5883 4.1610
C -4.4539 2.3005 3.5741
C -6.0592 2.2743 3.5661
O -6.3994 2.9981 2.3852
C -7.7701 2.9279 2.0508
N -3.9344 1.9813 2.2594
H -2.9272 3.3539 4.5291
H -4.4910 3.9774 5.0081
H -3.8974 4.2565 3.3004
H -4.1634 1.5973 4.3546
H -6.3983 2.7323 4.4954
H -6.4597 1.2897 3.3247
H -8.0813 1.8833 2.0504
H -8.0275 3.4038 1.1045
H -8.2933 3.5050 2.8132
H -4.5905 2.6323 1.8521
H -3.1484 2.5954 2.1005
C 2.9335 -2.7269 -4.9818
C 3.2868 -1.6704 -3.8829
C 4.1514 -0.4966 -4.4459
O 3.4427 0.6101 -4.9355
C 4.1517 1.2845 -5.9986
N 2.0494 -1.2613 -3.2477
H 3.8123 -3.3100 -5.2572
H 2.5102 -2.2751 -5.8789
H 2.1861 -3.4418 -4.6378
H 3.8327 -2.2538 -3.1414
H 4.8434 -1.0247 -5.1018
H 4.6526 -0.0119 -3.6080
H 5.1280 1.5854 -5.6186
H 3.7047 2.1156 -6.5440
H 4.3299 0.5020 -6.7362
H 2.1335 -0.3772 -2.7667
H 1.7028 -1.7618 -2.4418
C -1.0108 5.6360 -1.6921
C -0.6305 4.1514 -1.7002
C 0.0820 3.7803 -3.0584
O -0.9091 3.3589 -4.0404
C -0.4405 2.5835 -5.1319
N 0.2797 3.8568 -0.5521
H -0.2115 6.3386 -1.4561
H -1.7392 5.8056 -0.8991
H -1.2789 5.9658 -2.6958
H -1.5752 3.6284 -1.5520
H 0.8255 2.9860 -2.9921
H 0.5539 4.6379 -3.5379
H 0.4602 3.0948 -5.4717
H -1.2063 2.5096 -5.9040
H -0.2252 1.5236 -4.9964
H 0.3889 2.8749 -0.3424
H 1.1769 4.1509 -0.9107
C 5.7295 1.4242 2.3385
C 5.7253 0.0498 2.9807
C 5.6870 -0.0498 4.5140
O 6.7264 0.6059 5.1635
C 6.9139 0.3783 6.5012
N 4.7197 -0.8322 2.5235
H 4.9738 2.0421 2.8233
H 5.6469 1.3094 1.2577
H 6.6785 1.8640 2.6453
H 6.6784 -0.4095 2.7185
H 5.5614 -1.0412 4.9494
H 4.8129 0.4496 4.9321
H 5.9897 0.7085 6.9754
H 7.6624 1.0046 6.9867
H 7.0261 -0.6817 6.7287
H 3.8643 -0.3085 2.4041
H 4.8806 -1.0072 1.5418
C 1.3422 -3.6329 5.5921
C 0.6058 -3.2861 4.2741
C -0.0275 -4.4737 3.5418
O -0.4901 -3.9836 2.2720
C -0.5331 -5.0679 1.2713
N -0.3701 -2.2404 4.5867
H 2.0057 -4.4918 5.4916
H 0.6974 -3.9628 6.4067
H 1.8784 -2.8054 6.0567
H 1.2740 -2.8650 3.5229
H -0.7480 -5.0091 4.1601
H 0.6832 -5.2779 3.3511
H -1.2255 -5.8851 1.4736
H 0.4514 -5.4539 1.0071
H -0.8403 -4.6848 0.2982
H -0.9530 -2.4545 5.3832
H 0.2710 -1.5205 4.8880
```

Properties
2S+1 = 3
total charge = +1
Kohn-Sham gap (spin up / spin down) = 6.4069 / 3.1194 eV
relative energy (zero: lowest compared OMol25 entry of this formula, charge and spin) = 10.613 eV

***

Entry 5:
The following is a DFT calculation (ωB97M-V with the def2-TZVPD basis set) of a 5-piece molecular cluster, C12H38BNO14PS4 overall at a distorted geometry.

The geometry in XYZ format:
```
71
Properties=species:S:1:pos:R:3
N 8.3237 -0.9082 -4.8729
B 7.3863 0.1140 -5.1561
O 7.7467 1.2881 -5.6072
P 5.4483 -0.0581 -4.9437
O 5.0127 -1.5120 -5.3170
H 8.0155 -1.8546 -5.0608
H 8.7756 -0.8471 -3.9684
H 8.6435 1.1999 -5.9880
H 5.0500 0.1846 -3.6294
H 4.7989 0.8681 -5.7583
H 4.2926 -1.5438 -5.9714
O 3.9464 4.1633 -1.9358
S 5.1488 4.5421 -1.2552
O 5.6016 5.8918 -1.3069
O 6.3224 3.5871 -1.7863
C 6.5156 3.5316 -3.2054
C 7.2193 4.7534 -3.7616
C 5.1170 3.9930 0.4084
H 5.5518 3.3701 -3.7017
H 7.1332 2.6495 -3.3805
H 6.6010 5.6427 -3.6619
H 7.4431 4.6104 -4.8193
H 8.1468 4.9357 -3.2215
H 4.7959 2.9577 0.4405
H 4.4047 4.6183 0.9341
H 6.1102 4.1156 0.8328
O 2.2553 3.5602 1.1926
S 1.2312 4.5548 1.3434
O 1.2205 5.3917 2.4965
O -0.1824 3.8640 1.1738
C -0.4883 2.7268 2.0182
C -0.8091 3.1284 3.4424
C 1.1711 5.5569 -0.1000
H 0.3312 2.0065 1.9838
H -1.3625 2.2597 1.5687
H 0.0638 3.5417 3.9452
H -1.1481 2.2577 4.0032
H -1.5883 3.8890 3.4574
H 1.1637 4.9161 -0.9766
H 2.0625 6.1806 -0.0941
H 0.2805 6.1766 -0.0531
O -2.1886 -0.5357 3.4083
S -2.9667 -0.6981 2.2203
O -3.8772 0.3195 1.8055
O -3.7128 -2.0903 2.2805
C -4.5325 -2.3627 3.4493
C -5.8437 -1.6037 3.4202
C -1.8979 -1.0769 0.8729
H -3.9709 -2.1464 4.3585
H -4.7353 -3.4302 3.4348
H -5.6837 -0.5298 3.5053
H -6.4789 -1.9179 4.2473
H -6.3683 -1.7833 2.4822
H -1.2167 -1.8667 1.1754
H -1.3488 -0.1683 0.6368
H -2.5028 -1.3808 0.0236
O -5.9269 -5.5324 2.5958
S -6.6433 -5.7125 1.3701
O -7.7166 -4.8436 1.0139
O -7.1257 -7.2182 1.2755
C -7.9138 -7.7423 2.3708
C -9.3440 -7.2415 2.3548
C -5.4971 -5.7662 0.0373
H -7.4203 -7.5152 3.3165
H -7.8929 -8.8216 2.2424
H -9.3932 -6.1710 2.5460
H -9.9243 -7.7513 3.1232
H -9.8024 -7.4232 1.3835
H -4.6892 -6.4451 0.2936
H -5.1203 -4.7546 -0.0946
H -6.0184 -6.0936 -0.8574
```

Properties
total charge = +1
Kohn-Sham gap = 7.5162 eV

***

Entry 6:
The following is a DFT calculation (ωB97M-V with the def2-TZVPD basis set) of an isolated molecule of C7H16NO3P at a distorted geometry.

The geometry in XYZ format:
```
28
Properties=species:S:1:pos:R:3
C -2.0356 -0.6315 -2.0865
P -0.3884 -0.7556 -1.4808
O 0.2105 -2.0610 -1.4272
O 0.6141 0.4869 -2.6306
N 1.6712 -0.0166 -3.4059
C -0.1602 0.3092 -0.0078
O -0.5998 1.5774 -0.3816
C -1.0444 -0.3703 1.0336
C -0.8727 0.2316 2.4446
C 0.6152 0.0782 2.8161
C 1.4949 0.8760 1.7233
C 1.3237 0.3008 0.3264
H -2.0765 -0.4485 -3.1421
H -2.4034 -1.6388 -1.8950
H -2.6540 0.0711 -1.5463
H 1.2387 -0.6916 -4.0556
H 2.2754 -0.5499 -2.7738
H 0.0205 1.8744 -1.0953
H -0.7480 -1.4443 1.0027
H -2.1578 -0.3700 0.6590
H -1.5894 -0.3844 3.1144
H -1.3550 1.2211 2.5518
H 0.7796 0.5760 3.8463
H 0.9211 -1.0044 2.7435
H 1.0361 1.8149 1.7586
H 2.3827 0.9068 2.2360
H 1.8466 0.8137 -0.5190
H 1.6546 -0.7709 0.1912
```

Properties
SMILES string = C[P@@](=O)(ON)C1(O)CCCCC1
Kohn-Sham gap = 9.7568 eV
relative energy (zero: lowest compared OMol25 entry of this formula, charge and spin) = 2.154 eV

***

Entry 7:
The following is a DFT calculation (ωB97M-V with the def2-TZVPD basis set) of an isolated molecule of C4H9NO2.

The geometry in XYZ format:
```
16
Properties=species:S:1:pos:R:3
C -1.0961 -1.8902 -0.6174
O -0.9373 -0.5042 -0.3707
C -0.6614 0.2774 0.8075
C 0.6176 0.9250 0.3305
C 0.4863 2.0535 -0.6488
N 1.7365 0.3246 0.4466
O 1.5921 -0.8111 1.2582
H -0.7967 -2.0349 -1.6679
H -0.4961 -2.5954 -0.0257
H -2.1529 -2.1793 -0.5538
H -0.5275 -0.2430 1.7637
H -1.4444 1.0448 0.9597
H 0.0144 2.9419 -0.2142
H -0.1693 1.6976 -1.4537
H 1.4533 2.3200 -1.0790
H 2.3817 -1.3268 1.0650
```

Properties
SMILES string = COC/C(C)=N\O
Kohn-Sham gap = 10.2251 eV
relative energy (zero: lowest compared OMol25 entry of this formula, charge and spin) = 3.948 eV

***

Entry 8:
The following is a DFT calculation (ωB97M-V with the def2-TZVPD basis set) of a 2-piece molecular cluster, C12H22F3N3O5S2 overall.

The geometry in XYZ format:
```
47
Properties=species:S:1:pos:R:3
C 3.7715 0.9956 0.6918
C 2.8746 1.8524 1.5823
C 1.4343 1.3228 1.6980
C 0.4518 2.0415 0.7778
C 0.9012 2.2033 -0.6649
N -0.0827 2.8793 -1.5316
S 0.4785 4.4277 -2.1115
C -1.3639 3.1479 -0.8877
C -1.9157 1.9447 -0.1567
N -0.9410 1.4044 0.8849
N -0.9555 -0.0292 1.0283
C -2.2046 -0.5408 1.5245
C -2.7590 0.1587 2.7424
O -2.6883 -1.4984 1.0011
C -0.3853 -0.8038 -0.1079
C 0.2339 -2.0823 0.3119
O -0.4253 -0.3269 -1.1974
H 3.6494 -0.0616 0.9314
H 3.5626 1.1283 -0.3706
H 4.8201 1.2383 0.8569
H 3.2986 1.8668 2.5864
H 2.8796 2.8921 1.2441
H 1.0896 1.4675 2.7260
H 1.4185 0.2496 1.5118
H 0.2931 3.0408 1.1918
H 1.8090 2.8036 -0.6196
H 1.1736 1.2495 -1.1105
H 1.5753 3.9521 -2.7137
H -1.3234 4.0137 -0.2053
H -2.0955 3.3971 -1.6588
H -2.1696 1.1290 -0.8230
H -2.8133 2.2511 0.3805
H -1.2847 1.7228 1.7909
H -1.9651 0.4517 3.4308
H -3.4598 -0.5121 3.2295
H -3.3065 1.0608 2.4521
H 0.0438 -2.8609 -0.4268
H 1.3130 -1.9316 0.4044
H -0.1399 -2.4040 1.2822
C -1.2571 -5.0120 -3.0791
F -0.8724 -3.8636 -3.6717
F -2.1977 -4.6784 -2.1706
F -1.8565 -5.7604 -4.0141
S 0.1682 -5.8836 -2.2913
O 0.6192 -4.8780 -1.3430
O 1.0559 -6.1195 -3.4035
O -0.4524 -7.0455 -1.7027
```

Properties
Kohn-Sham gap = 6.3017 eV
relative energy (zero: lowest compared OMol25 entry of this formula, charge and spin) = 0.000 eV